Density functional theory data (the ωB97M-V functional and the def2-TZVPD basis) for a cluster of 2 separate species, C2H10N2 in total in a non-equilibrium geometry.

The value obtained for the energy above the lowest of the compared OMol25 structures with the same formula, charge and spin is 89.6 kJ/mol. As for the charge: 0. For the frontier orbital gap, the calculation gives 10.30 eV. For the HOMO energy, the calculation gives -0.3389 hartree. For the electronic energy, the calculation gives -5215.42272 eV. Its spin multiplicity is 1.

CARTESIAN COORDINATES (ANGSTROEM)
H: -1.04 0.10 -1.97
H: -0.61 1.85 5.97
C: 0.92 -0.26 -2.03
H: 1.68 -1.34 -3.79
H: -0.48 -0.41 -0.62
H: -2.23 1.29 5.36
H: 0.39 -0.35 -3.94
H: -1.79 1.52 7.11
N: 1.26 -0.50 -3.42
C: -1.49 1.16 6.12
N: -0.44 -0.65 -1.62
H: 1.12 0.80 -1.93
H: -0.89 0.27 6.17
H: 1.67 -0.91 -1.49

Mulliken population analysis, charges in e, atoms 1 to 2: atom 1 (H): 0.27, atom 2 (H): 0.24


Density functional theory data (the ωB97M-V functional and the def2-TZVPD basis) for a structure of composition C5H6CdO4 in a non-equilibrium geometry.

The value obtained for the energy above the lowest of the compared OMol25 structures with the same formula, charge and spin is 232.5 kJ/mol. As for the charge: +1. For the frontier orbital gap (spin up / spin down), the calculation gives 4.38 / 7.05 eV. For the HOMO energy (spin up / spin down), the calculation gives -0.4175 / -0.5153 hartree. For the electronic energy, the calculation gives -18024.28542 eV. Its spin multiplicity is 2.

CARTESIAN COORDINATES (ANGSTROEM)
O: -1.05 -0.18 3.32
H: 0.67 2.04 -3.10
H: 0.26 -0.56 1.02
C: 0.79 0.96 -2.96
O: -1.19 0.94 1.36
H: 0.86 -0.69 -1.66
C: -1.69 0.36 2.46
H: 0.92 0.37 -3.87
O: 1.83 1.70 0.07
H: -3.39 0.26 3.28
H: -0.11 2.14 -0.50
C: -0.03 0.48 0.83
Cd: 3.01 1.32 -1.34
C: 0.82 0.40 -1.74
O: -3.00 0.51 2.43
C: 0.56 1.30 -0.24

Mulliken population analysis, charges in e, atoms 1 to 2: atom 1 (O): -0.48, atom 2 (H): 0.33


Density functional theory data (the ωB97M-V functional and the def2-TZVPD basis) for a structure of composition C35H29N5PRh.

As for the charge: +2. For the frontier orbital gap (spin up / spin down), the calculation gives 5.12 / 5.13 eV. For the HOMO energy (spin up / spin down), the calculation gives -0.4733 / -0.4733 hartree. For the electronic energy, the calculation gives -56500.57082 eV. Its spin multiplicity is 1.

CARTESIAN COORDINATES (ANGSTROEM)
C: -4.02 -3.45 0.28
Rh: -0.07 -1.49 -0.11
C: 2.62 -0.15 -2.06
H: 5.62 -2.58 -2.22
H: -0.82 -2.15 -2.53
C: 2.06 3.45 -0.27
H: -2.24 2.77 -1.73
C: -1.27 0.86 -1.89
H: 0.47 1.08 2.33
H: -2.93 -3.34 3.49
H: 0.93 -1.57 4.40
C: 1.68 -1.32 3.66
N: 1.87 -1.21 -0.01
C: 2.95 -0.89 4.03
C: -2.02 2.16 -3.77
H: 2.50 4.13 -0.99
H: 4.04 -2.72 -0.34
C: -2.97 -3.21 2.42
H: -5.57 0.42 1.55
C: 0.92 1.74 1.59
N: -1.87 -2.43 0.42
H: -3.59 -0.48 0.43
H: -4.84 -3.77 -0.35
N: -0.76 -2.28 2.51
H: -1.48 3.17 1.24
C: -4.67 1.02 1.49
C: 4.60 -0.95 -3.17
H: -3.48 4.07 2.36
H: 3.39 0.68 -3.87
H: 0.66 -1.51 -2.64
H: 0.60 2.72 -1.65
C: 3.88 -0.54 3.05
C: 1.38 -1.40 2.32
N: -0.26 -1.37 -2.22
H: -2.88 -2.67 -1.36
C: -2.37 2.56 1.31
C: -1.88 2.00 -2.41
H: -2.49 3.04 -4.17
H: 3.39 4.03 1.31
C: 0.41 1.79 0.29
C: 2.31 -1.09 1.31
H: 1.81 0.55 -1.98
H: -1.65 1.30 -5.71
H: -0.61 -0.75 -4.81
N: 0.13 -1.78 1.80
C: 3.52 -0.07 -3.11
C: 0.99 2.66 -0.64
C: 1.99 2.54 1.96
P: -0.94 0.67 -0.12
C: 3.90 -1.98 -1.11
C: -4.05 -3.63 1.66
C: -2.38 1.27 0.77
H: 3.22 -0.81 5.07
C: 3.57 -0.63 1.70
C: 2.81 -1.10 -1.05
C: -4.65 2.30 2.03
H: -5.53 2.70 2.52
H: 4.86 -0.19 3.34
C: -2.92 -2.84 -0.29
H: 5.30 -0.89 -3.99
C: 4.78 -1.90 -2.17
C: -1.55 1.18 -4.64
H: 4.30 -0.34 0.95
C: -0.96 0.02 -4.14
C: -1.90 -2.63 1.76
C: -3.50 3.07 1.94
C: -3.55 0.51 0.86
C: -0.84 -0.13 -2.76
C: 2.56 3.40 1.03
H: -4.91 -4.09 2.13
H: 2.38 2.50 2.97

Mulliken population analysis, charges in e, atoms 1 to 2: atom 1 (C): -0.67, atom 2 (Rh): -0.31


Density functional theory data (the ωB97M-V functional and the def2-TZVPD basis) for a cluster of 3 separate species, C26H60FIN5O8S in total.

As for the charge: +1. For the frontier orbital gap, the calculation gives 7.02 eV. For the HOMO energy, the calculation gives -0.3705 hartree. For the electronic energy, the calculation gives -73408.99308 eV. Its spin multiplicity is 1.

CARTESIAN COORDINATES (ANGSTROEM)
C: -2.50 4.75 -5.22
C: 2.99 -3.37 -0.54
S: 1.58 -4.26 0.14
C: -0.09 0.94 4.69
N: -2.18 0.63 5.93
H: 4.10 -2.37 -3.42
H: -0.50 -0.58 2.62
C: -0.33 -0.25 -0.57
H: -2.65 -1.50 1.21
H: -2.68 2.81 -7.98
H: -0.91 5.68 -6.29
H: -2.84 -0.72 -2.54
H: -0.94 2.30 6.09
H: -3.71 -0.10 1.02
I: 6.60 -1.99 -0.38
H: 2.37 -2.35 3.44
C: -0.85 1.21 5.97
H: 4.18 1.18 -0.89
C: -1.72 4.97 -6.50
C: -3.63 2.60 -3.28
H: -1.82 0.18 -4.48
C: -2.61 -0.64 -1.47
C: -4.39 3.49 -4.26
H: -0.69 0.78 -0.64
H: -4.35 -3.24 -0.97
O: -3.34 1.30 -3.77
O: 1.12 -3.66 1.33
H: -2.11 -0.33 5.62
F: 2.42 -5.53 0.56
O: -1.12 3.76 -6.95
H: -5.28 2.95 -4.58
H: -2.95 0.15 9.26
H: 6.04 2.59 -0.63
H: -1.41 1.90 -4.28
H: -1.41 -2.09 6.49
C: 2.81 -1.83 -0.48
H: -0.67 1.27 3.82
H: 3.81 -1.56 4.05
H: 0.84 1.51 4.71
N: -3.69 3.95 -5.46
H: -4.64 -1.07 -1.05
H: -1.75 4.00 -8.92
C: 3.84 -1.34 -1.57
H: -3.05 1.71 7.48
C: 6.30 1.54 -0.63
H: -2.81 5.72 -4.82
C: 5.06 0.65 -0.50
C: 3.06 -1.53 3.26
H: -0.23 0.84 6.80
H: -1.82 4.29 -4.49
H: -1.33 -2.00 -0.68
H: 6.84 1.32 -1.56
C: 3.08 -3.61 -2.04
C: 3.73 -1.77 1.91
H: 3.87 -3.70 0.00
O: -3.49 -2.79 -0.99
N: 4.10 -2.57 -2.42
H: 2.92 -0.27 0.79
H: 0.94 -0.13 -2.29
H: 5.62 -0.42 -2.24
H: 1.72 0.42 -0.80
N: 2.85 -1.28 0.84
H: -1.02 2.44 -8.48
H: -4.73 4.38 -3.71
H: 4.70 -1.27 1.89
H: 4.87 0.46 0.56
H: -1.52 -1.30 3.89
O: 1.53 -1.66 -1.04
H: 3.91 -2.84 1.80
N: -1.25 -1.16 -1.24
H: 2.51 -0.59 3.28
H: 3.31 -0.64 -2.23
H: 5.02 -2.96 -2.18
C: 5.17 -0.65 -1.27
O: -2.31 -1.48 8.28
H: -3.89 0.24 7.02
H: 3.44 -4.61 -2.28
C: -2.20 1.20 -4.59
H: -1.30 0.29 8.65
H: 0.00 -2.09 3.41
H: -0.20 -0.50 0.49
C: -3.60 -1.16 0.81
C: -2.90 0.66 7.20
H: -2.69 0.41 -1.20
C: -2.31 -0.07 8.40
C: -3.66 -1.41 -0.70
H: -4.28 2.45 -2.41
H: -2.36 5.40 -7.27
H: -1.07 -3.04 7.94
H: -4.39 -1.71 1.32
C: 1.04 -0.33 -1.22
H: -0.30 -1.46 7.72
C: -0.48 -1.13 3.57
C: -1.68 3.24 -8.14
C: -1.22 -2.03 7.57
O: 0.73 -4.66 -0.91
H: -3.45 3.14 -6.02
H: 2.14 -3.46 -2.55
O: 0.26 -0.43 4.56
H: -2.42 1.36 -5.64
H: 7.00 1.36 0.18
H: -2.71 3.07 -2.91

Mulliken population analysis, charges in e, atoms 1 to 2: atom 1 (C): -0.14, atom 2 (C): -1.28


Density functional theory data (the ωB97M-V functional and the def2-TZVPD basis) for a structure of composition C5H12N2 in a non-equilibrium geometry.

The value obtained for the energy above the lowest of the compared OMol25 structures with the same formula, charge and spin is 286.2 kJ/mol. As for the charge: 0. For the frontier orbital gap, the calculation gives 8.60 eV. For the HOMO energy, the calculation gives -0.2861 hartree. For the electronic energy, the calculation gives -8357.16987 eV. Its spin multiplicity is 1.

CARTESIAN COORDINATES (ANGSTROEM)
C: 1.18 -0.12 1.11
H: -0.13 2.23 -1.09
N: 0.73 1.71 -1.02
H: -0.26 -2.21 -0.85
H: -2.37 0.23 0.92
H: 1.39 -1.17 1.23
H: 0.69 0.37 1.95
C: -0.44 -0.18 0.02
C: -0.86 -1.61 -0.16
H: -0.82 -2.16 0.79
H: 1.42 1.94 -1.73
H: -1.90 -1.67 -0.52
H: 2.11 0.44 1.09
C: 0.60 0.33 -0.86
N: 1.64 -0.37 -1.33
H: -1.85 1.47 -0.22
H: 1.50 -1.37 -1.22
C: -1.50 0.76 0.53
H: -1.13 1.37 1.38

Mulliken population analysis, charges in e, atoms 1 to 2: atom 1 (C): -1.27, atom 2 (H): 0.17


Density functional theory data (the ωB97M-V functional and the def2-TZVPD basis) for an isolated molecule of C5H8O.

The value obtained for the energy above the lowest of the compared OMol25 structures with the same formula, charge and spin is 166.3 kJ/mol. As for the charge: 0. For the frontier orbital gap, the calculation gives 10.73 eV. For the HOMO energy, the calculation gives -0.3578 hartree. For the electronic energy, the calculation gives -7360.53128 eV. Its spin multiplicity is 1.

CARTESIAN COORDINATES (ANGSTROEM)
C: 0.10 0.49 1.39
C: 0.57 1.36 0.25
C: 0.92 -1.10 -0.37
H: -0.75 0.83 1.97
C: -1.22 -0.42 -0.87
H: -0.02 2.26 0.06
H: 0.85 -0.05 1.97
H: 1.63 1.49 0.08
O: 1.02 -2.14 0.24
H: 1.41 -0.94 -1.36
H: -0.85 -1.24 -1.51
H: -2.03 -0.86 -0.28
C: -0.03 0.00 -0.02
H: -1.60 0.33 -1.56

Mulliken population analysis, charges in e, atoms 1 to 2: atom 1 (C): -0.70, atom 2 (C): -0.69


Density functional theory data (the ωB97M-V functional and the def2-TZVPD basis) for a structure of composition C21H17F3N3O3RuS2.

The value obtained for the energy above the lowest of the compared OMol25 structures with the same formula, charge and spin is 12.7 kJ/mol. As for the charge: 0. For the frontier orbital gap (spin up / spin down), the calculation gives 5.57 / 5.67 eV. For the HOMO energy (spin up / spin down), the calculation gives -0.2615 / -0.2664 hartree. For the electronic energy, the calculation gives -65070.52748 eV. Its spin multiplicity is 2.

CARTESIAN COORDINATES (ANGSTROEM)
N: -0.51 -0.77 1.59
Ru: -0.81 -0.66 -0.48
H: -0.79 3.08 -5.97
C: -1.09 -0.95 3.90
H: 1.63 -0.75 -2.38
H: -3.39 1.02 -1.31
C: 2.08 -0.75 -1.40
C: -1.42 -0.88 2.54
C: 3.51 -0.80 2.55
H: -0.34 4.21 -1.86
C: -0.65 2.12 -2.21
C: -0.49 3.46 -2.62
H: -2.45 -0.91 2.20
O: 5.15 -0.75 4.18
H: 4.10 -0.75 -2.10
O: 5.80 -0.86 2.15
C: -0.89 1.50 -4.55
H: -4.48 2.02 0.65
C: -3.92 1.10 0.79
H: -4.80 0.03 -0.85
H: 2.95 -0.87 4.57
C: -0.91 -2.73 -0.48
H: -3.16 -1.38 -1.11
H: 0.51 -0.97 5.32
N: 1.25 -0.76 -0.37
C: 1.21 -0.85 3.27
C: -0.75 2.81 -4.93
C: 0.80 -0.79 1.94
S: -0.62 1.73 -0.53
H: -4.44 0.49 1.53
F: -1.76 -3.20 0.50
C: -0.54 3.80 -3.95
H: 5.07 -0.77 0.17
H: -1.88 -1.03 4.63
C: -3.82 0.38 -0.53
C: 2.61 -0.84 3.55
F: 0.28 -3.37 -0.20
C: 3.46 -0.76 -1.22
H: -1.04 0.72 -5.29
C: -0.84 1.13 -3.19
C: 4.01 -0.76 0.04
N: 4.93 -0.78 2.99
H: -2.93 1.38 1.16
C: 1.77 -0.77 0.88
C: 3.15 -0.77 1.15
H: -0.42 4.83 -4.25
S: -1.01 -0.55 -2.77
O: -2.97 -0.78 -0.37
C: 0.22 -0.93 4.27
F: -1.36 -3.34 -1.62

Mulliken population analysis, charges in e, atoms 1 to 2: atom 1 (N): 0.30, atom 2 (Ru): 0.81


Density functional theory data (the ωB97M-V functional and the def2-TZVPD basis) for a cluster of 2 separate species, C5H16N2P in total in a non-equilibrium geometry.

The value obtained for the energy above the lowest of the compared OMol25 structures with the same formula, charge and spin is 0.0 kJ/mol. As for the charge: +1. For the frontier orbital gap (spin up / spin down), the calculation gives 7.55 / 8.02 eV. For the HOMO energy (spin up / spin down), the calculation gives -0.3827 / -0.5087 hartree. For the electronic energy, the calculation gives -17699.94061 eV. Its spin multiplicity is 3.

CARTESIAN COORDINATES (ANGSTROEM)
H: -2.13 -0.50 1.83
C: 1.31 -1.49 0.18
H: -3.03 0.89 -0.55
H: -2.71 -1.79 0.67
H: 1.01 2.91 -0.41
H: 2.28 1.17 1.37
H: -2.95 -0.87 -1.26
H: 2.15 -2.06 -0.46
C: 0.14 0.74 0.31
H: 3.38 0.12 0.37
H: 2.50 1.60 -0.15
C: -2.37 0.06 -1.02
H: -1.02 -1.79 1.23
H: 1.49 -1.70 1.19
N: 1.36 -0.04 -0.15
H: 0.28 -1.77 -0.33
H: 0.11 0.69 1.40
C: -1.87 -1.13 0.96
N: -1.35 -0.55 -0.26
H: -0.03 1.92 -1.70
H: -2.08 0.42 -2.01
C: 2.49 0.70 0.44
H: 1.36 0.21 -1.24
P: -0.30 2.27 -0.43

Mulliken population analysis, charges in e, atoms 1 to 2: atom 1 (H): 0.29, atom 2 (C): -0.81


Density functional theory data (the ωB97M-V functional and the def2-TZVPD basis) for a cluster of 6 separate species, C3H17NO5 in total in a non-equilibrium geometry.

The value obtained for the energy above the lowest of the compared OMol25 structures with the same formula, charge and spin is 49.6 kJ/mol. As for the charge: 0. For the frontier orbital gap, the calculation gives 8.73 eV. For the HOMO energy, the calculation gives -0.3043 hartree. For the electronic energy, the calculation gives -15114.07935 eV. Its spin multiplicity is 1.

CARTESIAN COORDINATES (ANGSTROEM)
H: 0.19 -1.07 -0.71
H: 2.76 -0.83 -0.33
H: 1.90 -1.17 1.67
O: 0.92 1.31 -1.84
O: 0.50 1.45 1.12
H: -3.08 0.12 -0.43
H: -0.93 -0.24 -1.41
H: -1.27 3.00 -1.04
H: -0.64 -1.93 2.12
C: -1.23 -2.26 1.27
C: -1.55 -1.17 0.29
H: -0.31 1.19 1.58
H: -0.73 -3.16 0.91
H: 0.23 2.62 -1.20
N: -0.82 -1.14 -0.93
C: -2.72 -0.52 0.37
H: 3.54 0.44 -0.78
H: 1.52 0.68 -1.35
H: 0.22 2.17 0.51
H: 1.45 1.63 -2.58
O: 1.76 -0.89 0.77
H: -3.35 -0.55 1.25
O: 2.89 -0.22 -1.06
H: -2.17 -2.65 1.68
H: 1.30 -0.02 0.80
O: -0.39 3.21 -0.70

Mulliken population analysis, charges in e, atoms 1 to 2: atom 1 (H): 0.30, atom 2 (H): 0.40


Density functional theory data (the ωB97M-V functional and the def2-TZVPD basis) for a cluster of 2 separate species, C3H8ClN2 in total in a non-equilibrium geometry.

The value obtained for the energy above the lowest of the compared OMol25 structures with the same formula, charge and spin is 408.1 kJ/mol. As for the charge: +1. For the frontier orbital gap (spin up / spin down), the calculation gives 10.23 / 6.00 eV. For the HOMO energy (spin up / spin down), the calculation gives -0.5320 / -0.4525 hartree. For the electronic energy, the calculation gives -18732.50866 eV. Its spin multiplicity is 1.

CARTESIAN COORDINATES (ANGSTROEM)
H: -2.02 0.21 -0.80
Cl: 1.99 -0.61 -1.28
H: 3.02 -2.70 -1.90
C: -0.31 -0.14 0.08
H: -2.06 1.66 0.41
N: -1.04 -0.11 -0.96
H: -1.42 2.21 2.00
C: 3.20 -1.73 -1.37
H: -0.01 0.31 1.92
H: -0.65 -0.53 -1.77
C: -1.69 1.37 1.40
N: -0.50 0.61 1.15
H: 4.01 -1.39 -0.78
H: -2.52 0.84 1.90

Mulliken population analysis, charges in e, atoms 1 to 2: atom 1 (H): 0.22, atom 2 (Cl): -0.02


Density functional theory data (the ωB97M-V functional and the def2-TZVPD basis) for an isolated molecule of C9H9P in a non-equilibrium geometry.

The value obtained for the energy above the lowest of the compared OMol25 structures with the same formula, charge and spin is 13.2 kJ/mol. As for the charge: 0. For the frontier orbital gap (spin up / spin down), the calculation gives 5.84 / 6.80 eV. For the HOMO energy (spin up / spin down), the calculation gives -0.1812 / -0.3379 hartree. For the electronic energy, the calculation gives -18761.96870 eV. Its spin multiplicity is 3.

CARTESIAN COORDINATES (ANGSTROEM)
C: -1.82 1.06 0.35
H: -0.21 -2.30 -0.72
H: -3.56 -0.36 0.55
C: -2.58 -0.13 0.33
P: 3.06 -0.89 0.41
H: -2.54 -2.19 -0.15
H: 2.27 -1.08 1.64
C: 1.62 -0.09 -0.45
H: 0.06 3.01 0.17
H: 2.63 2.02 -0.63
C: -0.48 0.93 0.11
H: 2.64 -2.22 0.11
C: 0.49 2.00 0.06
H: 1.59 -0.27 -1.46
C: 1.66 1.56 -0.44
C: -0.62 -1.35 -0.32
C: -1.99 -1.26 -0.15
C: 0.18 -0.30 -0.10
H: -2.37 1.89 0.69

Mulliken population analysis, charges in e, atoms 1 to 2: atom 1 (C): -0.95, atom 2 (H): 0.32


Density functional theory data (the ωB97M-V functional and the def2-TZVPD basis) for an isolated molecule of C3H2N2O in a non-equilibrium geometry.

The value obtained for the energy above the lowest of the compared OMol25 structures with the same formula, charge and spin is 8.1 kJ/mol. As for the charge: 0. For the frontier orbital gap, the calculation gives 9.27 eV. For the HOMO energy, the calculation gives -0.4009 hartree. For the electronic energy, the calculation gives -8169.62927 eV. Its spin multiplicity is 1.

CARTESIAN COORDINATES (ANGSTROEM)
H: -0.01 1.54 1.47
C: 0.82 -0.50 -0.84
C: -0.99 -0.17 0.26
N: -0.54 -1.01 -0.60
H: -2.03 -0.27 0.64
O: 1.51 -0.98 -1.68
N: 1.17 0.61 0.05
C: 0.07 0.78 0.69

Mulliken population analysis, charges in e, atoms 1 to 2: atom 1 (H): 0.38, atom 2 (C): 0.38